Entry 1:
Below is C3H4HgO4 as an isolated structure at a distorted geometry, with properties calculated with the ωB97M-V functional and the def2-TZVPD basis.

Computed properties:
Energy: -571.00507 a.u.
Largest force on an atom: 3.3 eV/A
ΔE to the lowest compared entry with this formula, charge and spin: 51.6 kcal per mole
Gap between HOMO and LUMO (alpha / beta): 7.732 / 4.500 eV
Highest occupied orbital energy (alpha / beta): -3.98 / -2.94 eV

```
! RIJCOSX wB97M-V def2-TZVPD def2/J DEFGRID3
* xyz -1 2
O 1.0790 1.5942 0.0639
C 0.1446 0.8297 0.3029
C 2.6207 -0.3073 -0.5789
O -1.0915 1.0192 0.3264
O 0.4173 -0.5504 0.2402
C 1.7504 -0.9935 0.2018
H 3.6407 -0.1339 -0.2117
H 2.3360 -0.0541 -1.6044
H 2.0551 -1.3751 1.1818
Hg -2.0198 -0.9459 0.4391
O -4.9923 0.4461 -0.1060
H -5.9404 0.4709 -0.2551
*
```


Entry 2:
Below is C4H10O2 as an isolated structure at a distorted geometry, with properties calculated with the ωB97M-V functional and the def2-TZVPD basis.

Computed properties:
Energy: -308.78283 a.u.
Largest force on an atom: 1.9 eV/A
ΔE to the lowest compared entry with this formula, charge and spin: 72.4 kcal per mole
Gap between HOMO and LUMO: 9.075 eV
Highest occupied orbital energy: -8.69 eV

```
! RIJCOSX wB97M-V def2-TZVPD def2/J DEFGRID3
* xyz 0 1
C 0.7784 1.4874 0.1049
C 0.3225 -0.0148 -0.2170
C -0.3896 -0.0193 -1.5849
O 1.2602 -0.9915 -0.0950
C -0.5777 -0.1451 0.9566
O -0.7035 -1.9277 1.0222
H 1.3911 1.5457 1.0138
H 1.3968 1.7396 -0.7492
H -0.0222 2.2523 0.1740
H -1.1499 0.7681 -1.6638
H 0.3593 0.1376 -2.3705
H -0.8652 -0.9879 -1.7748
H 0.3221 -1.8723 0.5036
H -0.0473 -0.0047 1.8925
H -1.5539 0.3494 0.8855
H -0.5212 -2.3169 1.9021
*
```


Entry 3:
Below is a 3-piece molecular cluster, C4H14N2OS overall at a distorted geometry, with properties calculated with the ωB97M-V functional and the def2-TZVPD basis.

Computed properties:
Energy: -743.66700 a.u.
Largest force on an atom: 2.4 eV/A
ΔE to the lowest compared entry with this formula, charge and spin: 16.7 kcal per mole
Gap between HOMO and LUMO (alpha / beta): 6.733 / 4.890 eV
Highest occupied orbital energy (alpha / beta): -3.48 / -3.38 eV

```
! RIJCOSX wB97M-V def2-TZVPD def2/J DEFGRID3
* xyz -1 2
C -0.0489 1.6617 -1.2445
N -1.4840 1.6959 -1.5312
C -0.3815 -0.8921 2.3159
N 0.8390 -0.9046 3.0584
C 0.5836 0.4364 -1.9339
C 1.3506 -0.5334 -1.0243
S 2.4634 0.1234 0.2217
H 0.1401 1.5099 -0.1705
H 0.4081 2.5802 -1.6141
H -1.9801 2.2222 -0.8202
H -0.6703 0.1070 1.9787
H -1.2509 -1.0827 2.9884
H 1.1122 -1.6833 3.6289
H -0.5860 -1.5413 1.4620
H 1.4458 0.7394 -2.5538
H -0.2058 -0.0461 -2.5042
H 1.9104 -1.1716 -1.7179
H 0.6429 -1.1894 -0.4886
H 1.6219 -0.4657 2.6001
H -1.8634 0.7143 -1.4280
H -2.3910 -1.4505 -0.5742
O -1.6561 -0.8299 -0.6485
*
```


Entry 4:
Below is a 7-piece molecular cluster, C32H31F15NO18PS overall at a distorted geometry, with properties calculated with the ωB97M-V functional and the def2-TZVPD basis.

Computed properties:
Energy: -4884.56022 a.u.
Largest force on an atom: 2.0 eV/A
ΔE to the lowest compared entry with this formula, charge and spin: 0.0 kcal per mole
Gap between HOMO and LUMO: 8.594 eV
Highest occupied orbital energy: -8.52 eV
Structure (SMILES): C#CC[PH](S)(CCC(F)(F)C(F)(F)C(F)(F)C(F)(F)F)c1ccncc1.O=C1OC[C@@H](F)O1.O=C1OC[C@@H](F)O1.O=C1OC[C@@H](F)O1.O=C1OC[C@@H](F)O1.O=C1OC[C@@H](F)O1.O=C1OC[C@@H](F)O1

```
! RIJCOSX wB97M-V def2-TZVPD def2/J DEFGRID3
* xyz 0 1
C 4.7519 -2.0642 2.3931
C 4.2112 -1.9937 1.3227
C 3.4183 -1.9726 0.0655
P 1.6461 -2.3720 0.5213
S 2.2211 -4.5156 0.2625
C 0.2142 -2.5312 -0.6655
C -1.1091 -2.6711 0.1563
C -2.1872 -1.6565 -0.2323
F -3.0073 -2.2370 -1.1443
F -1.7154 -0.5401 -0.7646
C -3.0450 -1.3204 1.0238
F -2.2726 -0.6365 1.8511
F -3.3329 -2.4774 1.6232
C -4.3491 -0.5270 0.7193
F -4.3755 -0.0071 -0.4954
F -4.3956 0.4977 1.5776
C -5.6465 -1.3319 0.9669
F -5.6721 -2.4395 0.2717
F -6.6850 -0.6052 0.5708
F -5.8145 -1.5578 2.2410
C 1.3078 -0.5280 0.8252
C 1.0363 0.4297 -0.1982
C 0.8511 1.7559 0.1916
N 0.9038 2.2772 1.4092
C 1.1365 1.3961 2.3759
C 1.3382 0.0353 2.1084
H 4.9582 -2.1841 3.4317
H 3.8288 -2.6667 -0.6705
H 3.4702 -0.9522 -0.3209
H 1.3633 -2.6583 1.8830
H 1.1702 -5.2427 0.7051
H 0.3540 -3.4766 -1.1859
H 0.1710 -1.7641 -1.4388
H -1.5218 -3.6659 -0.0118
H -0.8701 -2.5978 1.2182
H 0.9799 0.1285 -1.2362
H 0.6328 2.4591 -0.6085
H 1.2015 1.7334 3.4032
H 1.5397 -0.6256 2.9503
O -10.2862 4.3439 -0.4099
C -9.3391 3.7901 0.0302
O -8.1311 3.7147 -0.5902
C -7.2169 3.0906 0.3159
C -8.1469 2.3230 1.2180
F -7.6601 2.2362 2.4817
O -9.3100 3.1305 1.2260
H -6.6605 3.8562 0.8592
H -6.5153 2.4495 -0.2135
H -8.4006 1.3242 0.8591
O -4.7638 -3.4949 -6.5043
C -4.3737 -2.7083 -5.7127
O -5.0676 -2.3039 -4.6178
C -4.2042 -1.4614 -3.8461
C -3.2232 -0.9811 -4.8830
F -1.9896 -0.7738 -4.3507
O -3.1634 -2.0753 -5.7787
H -3.7245 -2.0493 -3.0670
H -4.7623 -0.6497 -3.3836
H -3.5361 -0.0857 -5.4239
O 2.8929 4.0272 -0.3053
C 2.2499 5.0161 -0.3843
O 0.9946 5.0760 -0.9095
C 0.4990 6.3994 -0.6892
C 1.7732 7.1903 -0.5435
F 1.6180 8.2348 0.3171
O 2.6559 6.2459 0.0343
H -0.1020 6.4174 0.2219
H -0.1123 6.7328 -1.5252
H 2.1876 7.5502 -1.4808
O 1.7486 -7.4385 0.1258
C 2.7702 -7.8954 0.5116
O 3.9336 -7.8696 -0.1824
C 4.9587 -8.3834 0.6722
C 4.1665 -9.2160 1.6473
F 4.7361 -9.2295 2.8784
O 2.9347 -8.5206 1.7128
H 5.4718 -7.5559 1.1647
H 5.6825 -8.9659 0.1069
H 3.9865 -10.2431 1.3232
O 4.1565 -1.5338 5.3487
C 4.2413 -0.3660 5.5400
O 4.9516 0.1952 6.5477
C 4.9241 1.6144 6.3595
C 3.6811 1.7946 5.5276
F 3.7930 2.8390 4.6743
O 3.6337 0.5872 4.7835
H 5.8216 1.9295 5.8254
H 4.8761 2.1343 7.3132
H 2.7610 1.8996 6.1070
O 3.5368 6.5478 -2.8798
C 3.5303 5.7136 -3.7244
O 3.4537 4.3857 -3.4870
C 3.3315 3.7253 -4.7498
C 3.9279 4.7395 -5.6915
F 3.3406 4.7005 -6.9128
O 3.6063 5.9679 -5.0599
H 2.2777 3.5391 -4.9636
H 3.8670 2.7791 -4.7491
H 5.0105 4.6656 -5.8098
*
```


Entry 5:
Below is a 2-piece molecular cluster, C4H5ClF2 overall at a distorted geometry, with properties calculated with the ωB97M-V functional and the def2-TZVPD basis.

Computed properties:
Energy: -815.23608 a.u.
Largest force on an atom: 3.3 eV/A
ΔE to the lowest compared entry with this formula, charge and spin: 51.7 kcal per mole
Gap between HOMO and LUMO: 11.427 eV
Highest occupied orbital energy: -10.52 eV
Structure (SMILES): FC(F)CCl.C#C

```
! RIJCOSX wB97M-V def2-TZVPD def2/J DEFGRID3
* xyz 0 1
F 0.0322 -1.2601 0.0928
C 0.7480 -0.1526 0.3237
F 0.2658 0.8368 -0.5103
C 2.2464 -0.4917 0.1476
Cl 3.3395 0.9068 0.4382
H 0.6910 0.3533 1.3609
H 2.4349 -0.9392 -0.7646
H 2.4634 -1.2860 0.9442
C -3.2364 1.0892 -0.5668
C -2.8038 -0.0179 -0.3736
H -3.8830 1.8319 -1.0828
H -2.2980 -0.8704 -0.0093
*
```


Entry 6:
Below is C2H5PS3 as an isolated structure at a distorted geometry, with properties calculated with the ωB97M-V functional and the def2-TZVPD basis.

Computed properties:
Energy: -1615.10882 a.u.
Largest force on an atom: 3.2 eV/A
ΔE to the lowest compared entry with this formula, charge and spin: 3.4 kcal per mole
Gap between HOMO and LUMO: 9.177 eV
Highest occupied orbital energy: -9.11 eV

```
! RIJCOSX wB97M-V def2-TZVPD def2/J DEFGRID3
* xyz 0 1
C -0.5072 0.9487 -0.9465
C 0.1673 -1.3442 -0.4168
P 0.5170 0.2914 0.4963
S 2.2662 0.9551 0.6628
S -1.2394 -0.6259 -1.3069
S -0.9806 0.5365 2.1159
H -1.1310 1.6737 -0.6022
H -0.0010 1.2728 -1.8026
H 0.8557 -1.4445 -1.1563
H 0.1360 -2.2682 0.1390
H -0.0830 0.0045 2.8172
*
```


> Among the records above, which one has the lowest largest force on an atom?

C4H10O2


> The lowest largest force on an atom belongs to which entry?

C4H10O2